[1]
10 unconnected molecules or ions with the total composition C28H76O10 in a non-equilibrium geometry, computed with the ωB97M-V functional and the def2-TZVPD basis.

Geometry as XYZ:
```
114
Properties=species:S:1:pos:R:3:lowdin_charge:R:1
C 2.859 -3.115 -2.125 -0.082
C 2.539 -4.567 -1.960 -0.526
C 1.031 -4.800 -1.801 -0.042
O 2.954 -5.356 -3.029 -0.029
H 2.314 -2.482 -1.435 0.057
H 2.631 -2.666 -3.113 0.093
H 3.899 -2.813 -2.056 0.069
H 3.098 -4.816 -1.025 0.144
H 0.729 -4.424 -0.830 0.071
H 0.860 -5.865 -1.880 0.073
H 0.518 -4.266 -2.612 0.087
H 3.796 -5.016 -3.311 0.080
C -1.055 -1.356 -0.378 -0.039
C 0.035 -0.411 0.193 -0.435
C -0.375 0.233 1.501 -0.034
O 1.216 -1.202 0.396 -0.087
H -2.009 -0.858 -0.476 0.058
H -1.173 -2.245 0.248 0.058
H -0.729 -1.865 -1.321 0.088
H 0.256 0.398 -0.535 0.119
H 0.346 0.948 1.928 0.062
H -0.665 -0.477 2.271 0.076
H -1.258 0.858 1.289 0.073
H 1.234 -1.521 1.316 0.053
C 0.974 5.450 -2.412 -0.042
C 0.327 4.118 -2.827 -0.473
C 0.569 3.089 -1.722 -0.042
O -1.058 4.296 -3.001 -0.052
H 0.933 6.187 -3.216 0.078
H 2.020 5.276 -2.177 0.077
H 0.450 5.852 -1.546 0.077
H 0.755 3.789 -3.778 0.125
H 1.606 2.905 -1.463 0.065
H 0.101 2.138 -1.957 0.047
H 0.083 3.520 -0.823 0.072
H -1.475 4.241 -2.141 0.042
C -3.335 2.268 -0.394 -0.039
C -3.514 3.750 -0.774 -0.495
C -4.734 4.366 -0.079 -0.053
O -2.379 4.350 -0.219 -0.075
H -4.182 1.669 -0.753 0.090
H -3.342 2.213 0.705 0.082
H -2.390 1.892 -0.783 0.059
H -3.562 3.898 -1.835 0.125
H -4.788 5.447 -0.238 0.076
H -4.683 4.184 1.019 0.092
H -5.682 3.907 -0.436 0.091
H -2.483 5.309 -0.238 0.104
C 3.680 -0.776 3.005 -0.018
C 2.537 -1.493 3.822 -0.483
C 1.720 -0.528 4.653 -0.055
O 1.723 -2.230 2.978 -0.067
H 4.295 -0.233 3.737 0.080
H 3.266 -0.005 2.342 0.066
H 4.284 -1.468 2.428 0.078
H 3.012 -2.230 4.520 0.145
H 1.250 0.187 3.981 0.044
H 2.398 0.097 5.259 0.088
H 0.940 -0.892 5.341 0.078
H 1.104 -2.779 3.485 0.073
C -2.456 -3.030 4.694 -0.050
C -1.468 -4.174 4.404 -0.479
C -1.474 -4.549 2.941 -0.048
O -0.137 -3.837 4.800 -0.062
H -3.407 -3.218 4.197 0.074
H -2.052 -2.102 4.257 0.083
H -2.664 -2.904 5.753 0.077
H -1.810 -4.989 5.036 0.131
H -1.206 -3.707 2.273 0.082
H -2.485 -4.879 2.705 0.076
H -0.765 -5.347 2.795 0.084
H -0.196 -3.116 5.450 0.087
C -0.492 1.433 -5.420 -0.050
C -1.857 1.042 -4.834 -0.437
C -1.660 0.230 -3.553 -0.064
O -2.628 2.235 -4.512 -0.075
H 0.119 2.012 -4.731 0.053
H -0.659 2.016 -6.334 0.086
H 0.063 0.541 -5.678 0.075
H -2.428 0.534 -5.616 0.135
H -2.619 0.107 -3.033 0.077
H -1.014 0.726 -2.866 0.033
H -1.345 -0.815 -3.698 0.082
H -2.053 2.880 -4.074 0.041
C 3.663 0.845 -2.690 -0.047
C 4.089 0.584 -1.217 -0.504
C 5.231 1.494 -0.837 -0.057
O 3.075 1.002 -0.358 -0.089
H 3.403 1.902 -2.792 0.066
H 2.770 0.299 -2.983 0.064
H 4.494 0.550 -3.344 0.082
H 4.283 -0.492 -1.106 0.129
H 4.878 2.501 -1.100 0.083
H 6.177 1.332 -1.326 0.073
H 5.361 1.519 0.251 0.081
H 2.452 0.253 -0.167 0.069
C -4.203 -3.016 0.652 -0.085
C -4.121 -4.362 0.074 -0.397
O -2.823 -4.618 -0.286 -0.060
H -5.218 -2.820 1.008 0.091
H -3.843 -2.338 -0.105 0.067
H -3.563 -2.970 1.517 0.050
H -4.807 -4.462 -0.758 0.109
H -4.488 -5.143 0.804 0.125
H -2.832 -5.472 -0.732 0.098
C 1.191 3.634 1.868 -0.082
C 1.305 3.387 3.377 -0.301
O 0.271 4.051 4.095 -0.079
H 0.238 3.273 1.488 0.051
H 1.977 3.086 1.348 0.070
H 1.287 4.695 1.653 0.079
H 2.225 3.722 3.820 0.105
H 1.285 2.295 3.594 0.082
H -0.535 4.106 3.578 0.072
```

As for the orbital gap: 10.2 eV. As for the multiplicity: 1. The energy above the lowest of the compared OMol25 structures with the same formula, charge and spin comes out at 21.8 kcal/mol. As for the SMILES: CC(C)O.CC(C)O.CC(C)O.CC(C)O.CC(C)O.CC(C)O.CC(C)O.CC(C)O.CCO.CCO. The maximum force comes out at 2.77 eV Å⁻¹. The electronic energy is -1864.7622 Ha.



[2]
A molecular structure, C28H76O28S9 in a non-equilibrium geometry, computed with the ωB97M-V functional and the def2-TZVPD basis.

Geometry as XYZ:
```
141
Properties=species:S:1:pos:R:3:lowdin_charge:R:1
O 2.901 1.452 -4.978 -0.296
S 2.511 0.055 -4.834 0.675
O 3.507 -1.023 -4.747 -0.298
O 1.562 -0.032 -3.480 -0.294
C 0.676 1.109 -3.197 -0.143
C -0.145 1.042 -1.841 -0.051
C 1.199 -0.326 -6.049 -0.110
H -0.084 1.107 -3.979 0.101
H 1.235 2.019 -3.415 0.100
H -0.775 0.154 -1.789 0.094
H -0.713 1.951 -1.646 0.028
H 0.432 0.886 -0.930 0.035
H 0.709 -1.270 -5.812 0.072
H 1.607 -0.439 -7.054 0.070
H 0.524 0.529 -6.031 0.057
O 5.857 0.292 2.674 -0.344
S 5.105 -0.788 2.079 0.744
O 4.803 -2.006 2.843 -0.280
O 3.635 -0.094 1.606 -0.278
C 2.622 -0.999 1.145 -0.184
C 1.397 -0.143 1.463 -0.078
C 5.892 -1.222 0.443 -0.056
H 2.690 -1.965 1.646 0.067
H 2.682 -1.202 0.076 0.119
H 1.561 0.895 1.172 0.068
H 1.223 -0.055 2.535 0.011
H 0.576 -0.510 0.847 0.056
H 5.985 -0.288 -0.112 0.060
H 5.254 -1.865 -0.164 0.052
H 6.805 -1.756 0.706 0.072
O -0.061 -0.797 5.210 -0.282
S -0.638 -0.218 3.955 0.796
O -0.960 -1.109 2.822 -0.309
O -2.039 0.603 4.421 -0.221
C -2.861 1.249 3.357 -0.259
C -2.869 2.735 3.601 -0.054
C 0.409 1.168 3.392 -0.127
H -3.908 1.020 3.559 0.124
H -2.545 1.063 2.330 0.067
H -1.828 3.052 3.668 0.085
H -3.324 2.929 4.572 0.099
H -3.388 3.323 2.844 0.033
H 0.289 2.001 4.084 0.099
H 0.048 1.378 2.385 0.045
H 1.432 0.802 3.302 0.068
O 3.119 -3.464 1.282 -0.325
S 2.625 -4.787 0.854 0.790
O 1.926 -5.684 1.803 -0.284
O 1.607 -4.568 -0.428 -0.333
C 1.980 -3.644 -1.468 -0.203
C 1.088 -2.504 -1.257 -0.163
C 4.092 -5.633 0.033 -0.068
H 1.855 -4.147 -2.427 0.130
H 2.984 -3.224 -1.403 0.121
H 1.069 -1.829 -2.113 0.123
H 1.262 -1.946 -0.337 -0.022
H 0.052 -2.833 -1.182 0.018
H 4.839 -5.928 0.770 0.073
H 4.555 -4.957 -0.686 0.058
H 3.656 -6.452 -0.539 0.068
O -4.220 4.196 -1.320 -0.259
S -4.614 2.999 -0.615 0.732
O -6.020 2.737 -0.324 -0.269
O -4.029 1.752 -1.506 -0.275
C -4.289 0.380 -1.179 -0.242
C -3.592 -0.541 -2.137 -0.041
C -3.697 2.866 0.993 -0.121
H -5.335 0.080 -1.112 0.125
H -3.919 0.293 -0.157 0.061
H -3.914 -0.383 -3.167 0.094
H -3.768 -1.609 -2.015 0.098
H -2.516 -0.389 -2.225 0.063
H -2.619 2.835 0.829 0.065
H -4.070 1.967 1.484 0.058
H -4.009 3.711 1.606 0.093
O 5.921 2.353 0.228 -0.304
S 4.923 3.007 1.090 0.738
O 4.893 4.447 1.320 -0.310
O 3.408 2.591 0.415 -0.232
C 2.222 3.027 1.041 -0.236
C 0.986 2.834 0.142 -0.125
C 4.872 2.165 2.744 -0.129
H 2.272 4.040 1.440 0.126
H 2.061 2.498 1.980 0.088
H 1.072 3.392 -0.790 0.014
H 0.160 3.193 0.755 0.113
H 0.865 1.781 -0.110 0.014
H 4.201 2.732 3.390 0.078
H 5.899 2.268 3.095 0.082
H 4.562 1.143 2.525 -0.013
O -1.564 -2.645 -1.485 -0.340
S -1.205 -1.900 -0.256 1.001
O 0.209 -1.885 0.175 -0.415
O -1.844 -0.330 -0.528 -0.336
C -1.657 0.649 0.435 -0.240
C -0.448 1.483 0.172 -0.433
C -2.397 -2.510 1.105 -0.081
H -1.557 0.214 1.430 0.089
H -2.563 1.254 0.446 0.071
H -0.197 2.075 1.052 0.080
H -0.612 2.187 -0.644 -0.003
H 0.424 0.855 -0.009 0.047
H -1.847 -3.334 1.559 0.039
H -3.254 -2.958 0.601 0.093
H -2.719 -1.724 1.788 0.056
O 0.743 6.478 -0.599 -0.254
S 0.537 5.522 -1.664 0.772
O 1.414 4.295 -1.848 -0.324
O -1.070 5.019 -1.680 -0.251
C -1.421 3.656 -2.175 -0.122
C -2.054 2.943 -0.987 -0.202
C 0.539 6.287 -3.342 -0.087
H -0.547 3.156 -2.592 0.094
H -2.133 3.821 -2.984 0.143
H -2.821 3.585 -0.553 0.023
H -1.348 2.900 -0.158 0.070
H -2.363 1.924 -1.220 0.096
H -0.410 6.805 -3.477 0.070
H 0.628 5.479 -4.068 0.067
H 1.458 6.872 -3.355 0.071
O -1.812 -6.653 -0.252 -0.272
S -2.271 -5.355 -0.728 0.746
O -3.613 -5.002 -1.075 -0.261
O -1.784 -4.202 0.416 -0.466
C -0.438 -4.265 0.908 -0.290
C -0.354 -4.633 2.398 -0.027
C -1.165 -4.826 -2.126 -0.072
H 0.070 -3.303 0.844 0.080
H 0.169 -4.923 0.286 0.086
H -0.483 -5.714 2.455 0.088
H -1.101 -4.122 3.006 0.089
H 0.661 -4.546 2.784 0.069
H -1.486 -5.430 -2.975 0.077
H -0.108 -4.951 -1.894 0.057
H -1.439 -3.801 -2.375 0.022
C -4.789 -0.932 1.298 -0.109
O -3.962 0.050 1.859 -0.261
H -5.608 -0.483 0.736 0.102
H -4.129 -1.615 0.763 0.048
H -5.090 -1.506 2.174 0.119
H -4.597 0.564 2.364 0.078
```

As for the orbital gap: 8.5 eV. As for the multiplicity: 1. The maximum force comes out at 17.16 eV Å⁻¹. The electronic energy is -6800.9753 Ha.



[3]
A molecular structure, C28H78As2F15N7O11 in a non-equilibrium geometry, computed with the ωB97M-V functional and the def2-TZVPD basis.

Geometry as XYZ:
```
141
Properties=species:S:1:pos:R:3:lowdin_charge:R:1
C 1.173 3.579 0.552 -0.026
C 1.164 3.215 2.014 -0.295
C 1.386 4.367 2.977 -0.188
O 0.781 4.090 4.208 -0.203
C 0.916 5.153 5.129 -0.066
N -0.248 2.718 2.296 0.230
H -0.418 2.702 3.305 0.134
H -0.847 3.420 1.835 0.104
H -0.351 1.820 1.811 0.112
H 2.068 4.058 0.155 0.097
H 0.320 4.247 0.392 0.086
H 1.039 2.676 -0.051 0.054
H 1.743 2.330 2.284 0.123
H 0.909 5.263 2.552 0.148
H 2.471 4.488 3.095 0.144
H 0.289 5.997 4.838 0.102
H 1.964 5.466 5.193 0.095
H 0.640 4.795 6.116 0.099
C -3.104 -4.200 1.221 -0.023
C -3.408 -3.143 2.254 -0.330
C -4.886 -2.890 2.419 -0.229
O -5.494 -4.062 2.861 -0.178
C -6.875 -3.884 3.156 -0.062
N -2.823 -3.507 3.589 0.238
H -1.869 -3.832 3.475 0.157
H -2.877 -2.669 4.184 0.101
H -3.408 -4.192 4.079 0.178
H -2.036 -4.435 1.224 0.076
H -3.420 -3.848 0.245 0.100
H -3.583 -5.143 1.487 0.095
H -2.980 -2.173 1.998 0.130
H -5.253 -2.479 1.464 0.147
H -5.079 -2.051 3.108 0.136
H -7.352 -4.825 3.403 0.096
H -7.354 -3.409 2.295 0.096
H -6.993 -3.209 4.011 0.098
C 3.540 -0.525 2.508 -0.041
C 2.612 -1.183 3.525 -0.268
C 2.019 -0.183 4.479 -0.212
O 3.003 0.090 5.451 -0.154
C 2.628 1.187 6.262 -0.077
N 1.478 -1.808 2.744 0.215
H 0.753 -2.142 3.383 0.132
H 1.186 -1.160 1.975 0.098
H 1.824 -2.663 2.306 0.164
H 4.561 -0.391 2.860 0.101
H 3.176 0.460 2.209 0.059
H 3.615 -1.110 1.583 0.082
H 3.189 -1.976 3.995 0.162
H 1.098 -0.481 4.995 0.095
H 1.700 0.748 3.983 0.119
H 3.300 1.206 7.118 0.098
H 1.634 0.999 6.688 0.088
H 2.619 2.167 5.777 0.085
C 3.496 -2.967 -7.189 -0.033
C 2.896 -4.204 -6.589 -0.299
C 2.217 -4.016 -5.264 -0.202
O 1.610 -5.245 -4.918 -0.183
C 0.924 -5.120 -3.688 -0.077
N 1.916 -4.841 -7.575 0.240
H 1.107 -5.251 -7.098 0.165
H 1.569 -4.126 -8.222 0.174
H 2.378 -5.517 -8.183 0.176
H 2.910 -2.055 -7.139 0.072
H 3.911 -3.159 -8.184 0.099
H 4.430 -2.724 -6.673 0.105
H 3.646 -4.983 -6.456 0.159
H 1.546 -3.152 -5.254 0.121
H 3.019 -3.857 -4.534 0.132
H 0.663 -6.079 -3.250 0.097
H -0.044 -4.642 -3.892 0.100
H 1.460 -4.485 -2.981 0.081
C 4.743 1.648 0.019 -0.021
C 4.217 1.039 -1.265 -0.278
C 4.989 -0.194 -1.723 -0.157
O 4.475 -1.418 -1.238 -0.172
C 3.801 -2.243 -2.154 -0.113
N 2.758 0.645 -1.112 0.223
H 2.426 0.315 -2.023 0.105
H 2.605 -0.054 -0.371 0.120
H 2.225 1.476 -0.874 0.112
H 4.062 2.400 0.417 0.075
H 5.682 2.150 -0.213 0.103
H 4.960 0.889 0.772 0.074
H 4.182 1.781 -2.064 0.152
H 5.987 -0.142 -1.277 0.138
H 5.167 -0.238 -2.801 0.138
H 2.742 -1.985 -2.267 0.058
H 3.834 -3.270 -1.778 0.096
H 4.250 -2.298 -3.150 0.082
C -1.458 2.112 -2.924 -0.048
C -2.132 3.368 -3.412 -0.278
C -3.629 3.238 -3.359 -0.218
O -3.923 2.853 -2.069 -0.198
C -5.288 2.755 -1.746 -0.062
N -1.812 4.501 -2.451 0.215
H -0.798 4.527 -2.305 0.158
H -2.012 5.422 -2.839 0.175
H -2.204 4.317 -1.497 0.081
H -1.733 1.821 -1.908 0.045
H -0.365 2.186 -2.946 0.070
H -1.734 1.216 -3.480 0.109
H -1.781 3.655 -4.400 0.160
H -4.078 2.582 -4.115 0.148
H -4.037 4.238 -3.605 0.143
H -5.376 2.284 -0.772 0.081
H -5.894 2.293 -2.532 0.098
H -5.750 3.744 -1.613 0.104
N -3.043 4.873 1.166 -0.569
O -2.582 4.385 2.215 -0.033
O -4.087 5.497 1.169 0.053
O -2.415 4.713 0.065 -0.127
As -1.870 -0.330 5.288 0.723
F -3.038 0.874 5.616 -0.208
F -1.028 0.746 4.223 -0.231
F -0.773 -1.643 4.824 -0.272
F -2.656 -1.471 6.315 -0.224
F -2.910 -0.797 3.943 -0.260
F -0.906 0.187 6.597 -0.205
As 1.534 0.181 -5.103 0.699
F 1.805 0.260 -6.794 -0.225
F 2.752 -1.065 -4.941 -0.260
F 1.214 -0.013 -3.390 -0.271
F 0.411 1.472 -5.217 -0.226
F 0.302 -0.979 -5.425 -0.240
F 2.807 1.293 -4.726 -0.244
C -0.203 -0.071 0.026 -0.462
O -1.321 0.076 0.902 -0.108
O 0.925 0.081 0.732 -0.199
C -0.363 -1.470 -0.574 -0.557
F 0.678 -1.769 -1.345 0.133
F -0.408 -2.465 0.353 0.116
F -1.499 -1.564 -1.270 0.162
C -2.433 0.871 0.457 -0.253
C -3.421 1.075 1.577 -0.043
H -3.801 0.110 1.910 0.057
H -3.038 1.538 2.487 0.069
H -4.201 1.732 1.192 0.079
H -2.900 0.290 -0.349 0.121
H -2.145 1.833 0.005 0.094
H -0.280 0.686 -0.781 0.136
```

As for the orbital gap: 8.5 eV. The net charge is +2. As for the multiplicity: 1. The energy above the lowest of the compared OMol25 structures with the same formula, charge and spin comes out at 0.0 kcal/mol. The maximum force comes out at 1.80 eV Å⁻¹. The electronic energy is -8293.7116 Ha.